Record 1
Below is a cluster of 5 separate species, C30H62BrN4O6 in total, with properties calculated with the ωB97M-V functional and the def2-TZVPD basis.

Geometry (Å):
C: 2.345 -4.216 3.241
C: 0.845 -4.347 2.890
O: 0.627 -4.650 1.544
C: 0.161 -6.025 1.328
C: -0.570 -6.053 -0.034
C: -0.610 -4.785 -0.846
O: -1.672 -4.310 -1.184
C: 0.636 -4.086 -1.305
C: 0.495 -2.954 -2.119
C: 1.600 -2.257 -2.587
C: 2.886 -2.665 -2.241
C: 3.031 -3.802 -1.443
C: 1.923 -4.506 -0.984
C: 1.365 -7.000 1.325
C: 0.880 -8.361 1.843
C: 1.485 -8.774 3.189
Br: 1.239 -9.808 0.523
H: 2.587 -3.248 3.663
H: 2.902 -4.360 2.319
H: 2.650 -5.024 3.907
H: 0.378 -3.377 3.088
H: 0.340 -5.073 3.523
H: -0.176 -6.838 -0.690
H: -1.619 -6.288 0.126
H: -0.501 -2.633 -2.379
H: 1.452 -1.385 -3.207
H: 3.759 -2.119 -2.561
H: 4.021 -4.137 -1.168
H: 2.078 -5.366 -0.360
H: 2.164 -6.628 1.959
H: 1.805 -7.152 0.329
H: -0.195 -8.315 1.931
H: 1.939 -7.918 3.678
H: 0.721 -9.176 3.851
H: 2.259 -9.524 3.073
C: 4.072 3.468 -1.352
C: 3.999 2.708 -2.673
C: 2.813 1.739 -2.771
O: 2.952 0.543 -2.038
C: 2.652 0.643 -0.659
N: 5.284 2.042 -2.914
H: 4.475 2.851 -0.550
H: 4.731 4.331 -1.454
H: 3.087 3.825 -1.044
H: 3.859 3.448 -3.467
H: 2.718 1.427 -3.816
H: 1.875 2.243 -2.499
H: 1.846 1.362 -0.479
H: 3.530 0.926 -0.073
H: 2.325 -0.340 -0.320
H: 5.281 1.638 -3.846
H: 5.333 1.238 -2.293
C: -2.679 3.842 1.638
C: -1.722 2.656 1.562
C: -0.237 3.040 1.608
O: 0.263 3.592 0.408
C: 0.003 4.968 0.210
N: -2.054 1.853 0.381
H: -2.758 4.362 0.683
H: -3.680 3.497 1.898
H: -2.362 4.562 2.396
H: -1.904 2.033 2.443
H: 0.336 2.122 1.766
H: -0.018 3.706 2.454
H: 0.035 5.522 1.153
H: -0.960 5.128 -0.278
H: 0.776 5.359 -0.452
H: -1.515 0.991 0.391
H: -1.718 2.352 -0.438
C: -1.529 7.833 -5.122
C: -2.349 7.114 -4.054
C: -2.201 7.708 -2.646
O: -0.988 7.398 -1.991
C: 0.125 8.188 -2.362
N: -2.034 5.684 -4.097
H: -0.477 7.550 -5.086
H: -1.896 7.570 -6.113
H: -1.597 8.918 -5.013
H: -3.403 7.226 -4.325
H: -2.985 7.279 -2.016
H: -2.357 8.796 -2.658
H: -0.169 9.218 -2.580
H: 0.648 7.767 -3.224
H: 0.818 8.193 -1.520
H: -2.667 5.177 -3.485
H: -1.116 5.552 -3.679
C: -2.318 -2.189 1.843
C: -3.230 -3.042 2.722
C: -4.627 -2.448 2.964
O: -4.673 -1.385 3.905
C: -4.274 -0.126 3.405
N: -2.525 -3.338 3.969
H: -1.887 -1.352 2.396
H: -1.488 -2.796 1.479
H: -2.853 -1.792 0.977
H: -3.380 -3.987 2.194
H: -5.261 -3.229 3.392
H: -5.089 -2.138 2.017
H: -4.583 0.018 2.365
H: -3.190 -0.008 3.477
H: -4.738 0.647 4.020
H: -3.045 -4.024 4.508
H: -2.533 -2.501 4.547

Values from the calculation:
**Largest force on an atom**: 0.9 eV Å⁻¹
**Energy**: -120400.037 eV
**Gap between HOMO and LUMO**: 3.73 eV
**Net charge**: -1

Results of the Löwdin charge analysis, in e, for atoms 1 through 4:
1. C -0.0814
2. C -0.3082
3. O -0.2271
4. C -0.2849

=====

Record 2
Below is a cluster of 8 separate species, C30H62O8 in total, with properties calculated with the ωB97M-V functional and the def2-TZVPD basis.

Geometry (Å):
C: 0.030 -0.373 0.859
C: 0.048 -1.195 -0.362
C: 0.255 -0.183 -1.491
O: -0.510 0.957 -1.031
C: -0.412 1.059 0.424
H: 1.058 -0.278 1.210
H: -0.543 -0.811 1.676
H: -0.888 -1.737 -0.495
H: 0.777 -2.003 -0.298
H: -0.061 -0.505 -2.483
H: 1.293 0.067 -1.712
H: -1.318 1.325 0.969
H: 0.398 1.730 0.710
C: 4.180 -3.489 1.818
C: 3.077 -2.453 1.483
C: 3.828 -1.544 0.420
O: 5.125 -2.165 0.270
C: 5.064 -3.523 0.681
H: 3.795 -4.506 1.899
H: 4.701 -3.233 2.740
H: 2.778 -1.905 2.377
H: 2.144 -2.895 1.135
H: 3.933 -0.481 0.637
H: 3.257 -1.648 -0.503
H: 6.111 -3.813 0.771
H: 4.760 -4.123 -0.177
C: 0.065 -0.166 5.023
C: -0.431 1.244 4.577
C: -0.252 2.003 5.860
O: -0.858 1.107 6.836
C: -0.526 -0.246 6.431
H: 1.154 -0.146 5.056
H: -0.193 -1.040 4.426
H: -1.464 1.193 4.230
H: 0.192 1.687 3.800
H: -0.820 2.930 5.792
H: 0.776 2.297 6.072
H: -1.440 -0.828 6.315
H: 0.223 -0.790 7.007
C: -6.081 -0.988 -0.223
C: -4.920 -0.060 -0.081
C: -3.703 -0.798 -0.673
O: -4.021 -2.061 -0.256
C: -5.401 -2.394 -0.375
H: -6.741 -0.934 -1.089
H: -6.712 -0.967 0.665
H: -4.827 -0.015 1.004
H: -5.001 1.003 -0.308
H: -2.708 -0.557 -0.300
H: -3.655 -0.748 -1.761
H: -5.857 -3.131 0.287
H: -5.665 -2.764 -1.365
C: -2.337 6.732 -0.552
C: -1.441 5.904 -1.410
C: -1.608 4.529 -0.787
O: -2.026 4.706 0.610
C: -2.210 6.078 0.822
H: -3.356 6.659 -0.932
H: -2.043 7.776 -0.657
H: -0.406 6.189 -1.225
H: -1.700 5.976 -2.466
H: -0.595 4.130 -0.735
H: -2.295 3.927 -1.383
H: -1.316 6.469 1.308
H: -3.084 6.260 1.449
C: 0.638 -2.094 -7.165
C: 1.216 -1.305 -6.069
C: 1.436 -2.320 -4.846
O: 1.007 -3.541 -5.399
C: 0.012 -3.320 -6.400
H: 1.448 -2.427 -7.815
H: -0.081 -1.506 -7.734
H: 0.638 -0.413 -5.826
H: 2.173 -0.904 -6.401
H: 0.750 -1.991 -4.066
H: 2.436 -2.273 -4.416
H: -0.957 -3.088 -5.957
H: -0.145 -4.234 -6.972
C: 3.736 3.359 -0.754
C: 5.030 2.664 -0.407
C: 5.161 1.511 -1.371
O: 3.831 1.173 -1.595
C: 2.934 2.123 -1.023
H: 3.923 3.886 -1.689
H: 3.349 3.994 0.043
H: 4.938 2.175 0.563
H: 5.897 3.325 -0.405
H: 5.760 0.674 -1.012
H: 5.458 1.970 -2.314
H: 2.529 1.733 -0.090
H: 2.065 2.399 -1.621
C: -3.195 -3.820 2.855
C: -2.165 -3.755 1.726
O: -2.657 -4.241 0.516
H: -3.107 -3.081 3.652
H: -3.100 -4.780 3.362
H: -4.212 -3.790 2.465
H: -1.223 -4.219 2.020
H: -1.874 -2.726 1.518
H: -3.242 -3.598 0.108

Values from the calculation:
**Largest force on an atom**: 4.2 eV Å⁻¹
**Structure (SMILES)**: C1CCOC1.C1CCOC1.C1CCOC1.C1CCOC1.C1CCOC1.C1CCOC1.C1CCOC1.CCO
**Energy**: -48489.420 eV
**Gap between HOMO and LUMO**: 9.99 eV
**ΔE to the lowest compared entry with this formula, charge and spin**: 2.768 eV
**Net charge**: 0

Results of the Löwdin charge analysis, in e, for atoms 1 through 4:
1. C -0.1794
2. C -0.1774
3. C -0.1635
4. O -0.1547

=====

Record 3
Below is a cluster of 4 separate species, C30H63BF3O12 in total, with properties calculated with the ωB97M-V functional and the def2-TZVPD basis.

Geometry (Å):
C: 4.049 -0.183 -3.277
C: 4.081 -1.588 -2.751
C: 2.826 -2.097 -1.795
O: 3.025 -2.341 -0.498
O: 1.502 -2.199 -2.487
C: 1.035 -3.595 -2.420
C: 0.531 -4.188 -3.862
C: -0.573 -3.268 -4.649
C: -1.798 -2.699 -3.723
C: -3.199 -3.563 -3.826
C: -3.925 -3.682 -2.345
B: -5.588 -3.551 -2.467
C: -6.307 -4.485 -1.305
C: -6.125 -1.993 -2.259
O: -6.409 -1.304 -3.540
C: -7.002 0.026 -3.288
F: -7.105 0.725 -4.592
F: -8.391 -0.034 -2.726
F: -6.200 0.847 -2.342
H: 4.804 0.592 -2.817
H: 3.323 0.179 -4.151
H: 4.917 -2.369 -3.007
H: 0.159 -3.681 -1.614
H: 1.907 -4.279 -1.987
H: 0.215 -5.331 -3.745
H: 1.497 -4.218 -4.563
H: -0.033 -2.400 -5.260
H: -1.070 -3.961 -5.484
H: -1.542 -2.542 -2.592
H: -2.060 -1.614 -4.148
H: -3.901 -3.005 -4.597
H: -2.978 -4.641 -4.243
H: -3.485 -2.949 -1.539
H: -3.729 -4.800 -1.985
H: -5.964 -3.969 -3.508
H: -5.559 -5.240 -0.780
H: -7.193 -5.114 -1.788
H: -6.810 -3.819 -0.464
H: -7.134 -2.028 -1.664
H: -5.329 -1.439 -1.589
C: 8.480 6.043 0.808
O: 7.570 5.983 -0.279
C: 8.180 5.457 -1.461
C: 7.112 5.099 -2.496
O: 6.514 3.818 -2.259
C: 5.576 3.768 -1.177
C: 4.234 4.416 -1.526
O: 4.309 5.835 -1.362
C: 3.218 6.502 -1.973
H: 9.336 6.676 0.559
H: 7.959 6.475 1.668
H: 8.815 5.036 1.078
H: 8.769 4.567 -1.213
H: 8.839 6.230 -1.867
H: 7.603 5.012 -3.472
H: 6.352 5.878 -2.590
H: 6.006 4.179 -0.261
H: 5.399 2.702 -0.998
H: 3.459 4.043 -0.847
H: 3.963 4.173 -2.559
H: 3.235 6.343 -3.055
H: 3.319 7.573 -1.780
H: 2.269 6.155 -1.553
C: -10.870 -9.744 2.700
O: -9.960 -9.575 1.625
C: -10.199 -8.364 0.904
C: -9.019 -8.051 -0.018
O: -7.935 -7.407 0.663
C: -7.141 -8.259 1.500
C: -6.203 -9.165 0.700
O: -6.905 -10.320 0.233
C: -6.182 -11.016 -0.769
H: -11.900 -9.767 2.333
H: -10.649 -10.696 3.191
H: -10.745 -8.941 3.433
H: -10.351 -7.535 1.604
H: -11.104 -8.506 0.305
H: -9.359 -7.328 -0.768
H: -8.676 -8.935 -0.561
H: -7.766 -8.823 2.195
H: -6.526 -7.580 2.100
H: -5.388 -9.509 1.346
H: -5.787 -8.611 -0.149
H: -6.058 -10.385 -1.653
H: -6.756 -11.901 -1.054
H: -5.206 -11.334 -0.390
C: 4.512 7.641 2.651
O: 4.792 8.046 3.982
C: 4.544 6.999 4.925
C: 5.159 7.348 6.281
O: 6.560 7.051 6.350
C: 7.418 7.963 5.652
C: 7.585 9.296 6.384
O: 6.481 10.160 6.104
C: 6.422 11.259 6.996
H: 3.466 7.337 2.553
H: 4.698 8.490 1.987
H: 5.176 6.822 2.356
H: 4.966 6.057 4.558
H: 3.459 6.896 5.031
H: 4.691 6.710 7.039
H: 4.960 8.383 6.569
H: 7.093 8.098 4.618
H: 8.396 7.470 5.619
H: 8.495 9.795 6.033
H: 7.658 9.120 7.463
H: 6.253 10.908 8.019
H: 5.581 11.894 6.706
H: 7.343 11.848 6.945

Values from the calculation:
**Largest force on an atom**: 8.8 eV Å⁻¹
**Energy**: -65516.329 eV
**Gap between HOMO and LUMO**: 5.71 eV
**ΔE to the lowest compared entry with this formula, charge and spin**: 8.362 eV
**Net charge**: -1

Results of the Löwdin charge analysis, in e, for atoms 1 through 4:
1. C -0.0090
2. C -0.0483
3. C -0.2604
4. O -0.0080

=====

Record 4
Below is a cluster of 6 separate species, C30H63N2O17S5 in total, with properties calculated with the ωB97M-V functional and the def2-TZVPD basis.

Geometry (Å):
C: -5.145 7.835 7.548
C: -3.886 8.099 7.219
C: -2.336 8.318 6.758
C: -2.012 7.029 5.802
C: -2.274 7.230 4.224
C: -1.956 5.922 3.349
O: -2.136 5.906 1.914
C: -3.602 5.952 1.705
C: -4.076 7.368 1.029
C: -3.454 7.615 -0.443
C: -3.747 9.184 -0.818
C: -1.441 4.638 4.171
C: -1.122 3.231 3.457
O: 0.288 3.102 3.152
C: 0.497 1.784 2.543
C: 1.989 1.249 2.860
C: 3.101 2.419 3.026
N: -1.308 4.782 5.611
N: -1.526 5.829 6.411
H: -6.156 7.264 7.565
H: -1.690 8.289 7.729
H: -2.178 9.299 6.181
H: -2.678 8.205 3.773
H: -3.983 5.059 1.076
H: -4.178 5.896 2.717
H: -3.816 8.273 1.720
H: -5.238 7.391 0.899
H: -3.996 6.974 -1.242
H: -2.329 7.342 -0.493
H: -4.273 9.672 0.103
H: -2.754 9.734 -1.066
H: -4.446 9.254 -1.744
H: -1.408 2.402 4.233
H: -1.820 3.059 2.549
H: -0.270 1.048 2.982
H: 0.368 1.849 1.402
H: 1.979 0.598 3.813
H: 2.313 0.603 1.962
H: 3.098 2.908 4.082
H: 4.138 1.888 2.938
H: 3.083 3.211 2.189
H: -0.980 3.909 6.094
O: -1.727 0.045 1.367
S: -2.957 -0.528 0.879
O: -4.019 -0.924 1.767
O: -2.607 -1.767 -0.102
C: -1.760 -2.807 0.388
C: -2.517 -3.760 1.293
C: -3.632 0.546 -0.359
H: -0.884 -2.390 0.896
H: -1.395 -3.356 -0.484
H: -2.812 -3.267 2.223
H: -1.898 -4.623 1.549
H: -3.433 -4.109 0.809
H: -2.847 0.804 -1.070
H: -3.997 1.446 0.139
H: -4.457 0.037 -0.857
O: 6.623 0.577 4.239
S: 6.999 -0.446 5.183
O: 6.133 -1.553 5.495
O: 7.463 0.259 6.567
C: 6.574 1.178 7.195
C: 5.472 0.458 7.951
C: 8.586 -1.087 4.721
H: 6.159 1.879 6.464
H: 7.169 1.763 7.901
H: 4.797 -0.058 7.263
H: 4.882 1.166 8.538
H: 5.892 -0.298 8.620
H: 9.265 -0.253 4.541
H: 8.459 -1.671 3.809
H: 8.956 -1.725 5.524
O: -0.418 -4.485 -2.256
S: -1.242 -4.624 -3.432
O: -2.279 -5.617 -3.525
O: -0.285 -4.746 -4.733
C: 0.728 -5.749 -4.743
C: 0.153 -7.117 -5.060
C: -1.942 -3.043 -3.822
H: 1.275 -5.760 -3.795
H: 1.441 -5.472 -5.524
H: -0.489 -7.470 -4.250
H: 0.953 -7.848 -5.201
H: -0.459 -7.080 -5.965
H: -1.150 -2.294 -3.812
H: -2.689 -2.809 -3.063
H: -2.413 -3.098 -4.804
O: -1.776 -9.518 -7.256
S: -1.743 -9.963 -8.626
O: -0.897 -9.339 -9.610
O: -3.258 -10.018 -9.199
C: -4.067 -8.849 -9.100
C: -3.715 -7.837 -10.175
C: -1.436 -11.708 -8.648
H: -3.992 -8.408 -8.101
H: -5.103 -9.169 -9.235
H: -2.718 -7.422 -10.011
H: -4.430 -7.011 -10.174
H: -3.712 -8.306 -11.162
H: -2.116 -12.195 -7.947
H: -0.403 -11.872 -8.343
H: -1.590 -12.081 -9.661
O: 4.980 0.011 -3.605
S: 3.816 0.002 -2.756
O: 2.525 0.432 -3.229
O: 4.159 0.794 -1.384
C: 4.673 2.121 -1.472
C: 3.570 3.124 -1.757
C: 3.645 -1.611 -2.043
H: 5.467 2.182 -2.222
H: 5.125 2.352 -0.504
H: 3.162 2.984 -2.761
H: 3.951 4.146 -1.685
H: 2.743 3.001 -1.052
H: 4.606 -1.918 -1.629
H: 3.340 -2.298 -2.833
H: 2.881 -1.574 -1.266

Values from the calculation:
**Largest force on an atom**: 7.5 eV Å⁻¹
**Energy**: -124076.119 eV
**Gap between HOMO and LUMO**: 6.83 eV
**ΔE to the lowest compared entry with this formula, charge and spin**: 8.051 eV
**Net charge**: +1

Results of the Löwdin charge analysis, in e, for atoms 1 through 4:
1. C 0.0738
2. C -0.1021
3. C -0.1266
4. C -0.1269